Record 1
{
  "formula": "C4H4ClF2N3O",
  "method": "wB97M-V/def2-TZVPD",
  "elements": ["C", "N", "C", "N", "N", "C", "F", "F", "Cl", "C", "O", "H", "H", "H", "H"],
  "coordinates": [[0.127, 0.068, -0.709], [-0.377, -0.636, 0.441], [-0.867, -0.100, 1.597], [-1.462, -0.987, 2.286], [-1.397, -2.122, 1.587], [-2.251, -3.351, 1.980], [-2.114, -3.494, 3.262], [-3.502, -3.105, 1.631], [-1.675, -4.873, 1.183], [-0.840, -1.973, 0.352], [-0.718, -2.728, -0.554], [-0.676, 0.373, -1.328], [0.617, 0.903, -0.409], [0.885, -0.731, -1.248], [-0.827, 1.015, 1.977]],
  "forces_ev_per_a": [[1.170, -4.678, -1.346], [-0.261, 0.091, -0.473], [0.216, 2.393, 0.641], [-1.089, 0.378, 2.077], [-1.424, -3.706, -0.071], [2.312, 1.481, -1.813], [-0.481, -0.044, 1.131], [-0.275, -0.169, 0.277], [-0.427, 1.020, 0.491], [0.694, 1.981, 0.877], [0.235, -0.924, -1.539], [-0.697, -0.010, -1.043], [1.826, 2.400, 0.943], [-2.013, 2.356, 1.022], [0.215, -2.570, -1.175]],
  "lowdin_charge": [-0.0138, -0.0472, -0.1497, 0.0868, 0.0004, -0.8522, 0.1119, 0.1042, 0.7408, -0.5105, 0.0680, 0.0793, 0.0424, 0.1652, 0.1745],
  "e_lumo_ev": 0.71,
  "gap_ev": 9.9258,
  "charge": 0,
  "smiles": "Cn1cnn(C(F)(F)Cl)c1=O"
}



Record 2
{
  "formula": "C4H11O3",
  "method": "wB97M-V/def2-TZVPD",
  "elements": ["C", "C", "C", "O", "C", "O", "H", "H", "H", "H", "H", "H", "H", "H", "H", "H", "H", "O"],
  "coordinates": [[0.596, -1.561, -0.430], [0.336, -0.957, 0.948], [0.684, 0.593, 0.948], [-0.250, 1.362, 0.322], [-0.339, -1.007, -1.502], [0.378, -0.674, -2.704], [1.620, -1.332, -0.742], [0.591, -2.658, -0.376], [0.886, -1.415, 1.764], [-0.726, -0.968, 1.225], [0.787, 0.822, 2.034], [1.649, 0.666, 0.394], [-0.847, -0.132, -1.150], [-1.093, -1.724, -1.839], [0.811, 0.178, -2.603], [-0.956, 2.592, 0.926], [-2.518, 2.965, 1.422], [-1.610, 3.248, 1.363]],
  "forces_ev_per_a": [[0.048, -0.494, 0.563], [-0.154, 1.520, -0.327], [-0.744, -0.649, -0.319], [0.059, 0.064, -0.079], [0.235, -0.293, -0.701], [0.031, -0.276, -0.489], [0.003, 0.224, 0.067], [-0.275, 0.013, -0.189], [0.320, -0.441, -0.014], [0.000, -0.282, -0.135], [0.419, 0.311, -0.151], [0.356, 0.024, 0.645], [-0.168, 0.509, 0.457], [0.099, -0.182, 0.154], [-0.148, 0.088, 0.380], [-0.749, -0.857, 0.082], [0.117, -0.678, -0.326], [0.551, 1.400, 0.380]],
  "lowdin_charge": [-0.2109, -0.2151, -0.4395, -0.3339, -0.2615, -0.1067, 0.0973, 0.0902, 0.0787, 0.1010, 0.0858, 0.0852, 0.0815, 0.1058, 0.0730, -0.0318, -0.0240, -0.1751],
  "e_lumo_ev": 4.01,
  "gap_ev": 7.3429,
  "charge": -1
}



Record 3
{
  "formula": "C2H2O3S",
  "method": "wB97M-V/def2-TZVPD",
  "elements": ["C", "C", "O", "O", "O", "S", "H", "H"],
  "coordinates": [[0.418, 0.315, -1.555], [0.964, -0.224, -0.636], [-1.308, 0.979, 0.413], [-0.969, -1.368, 0.866], [0.399, 0.266, 1.920], [-0.539, -0.032, 0.916], [-0.393, 0.942, -2.074], [1.428, -0.878, 0.149]],
  "forces_ev_per_a": [[-4.088, 5.433, -10.040], [2.042, -5.199, 9.949], [-3.784, 3.908, -1.736], [-1.491, -3.093, -0.273], [1.626, 0.775, 2.644], [3.755, -1.302, -0.118], [1.445, -1.331, 1.429], [0.494, 0.809, -1.854]],
  "lowdin_charge": [0.1220, 0.0242, -0.2584, -0.2292, -0.2660, 0.3533, 0.1312, 0.1229],
  "multiplicity": 3,
  "e_lumo_ev": [0.21, -5.50],
  "gap_ev": [7.7676, 5.4864],
  "charge": 0
}



What did the second record say?
{
  "formula": "C4H11O3",
  "method": "wB97M-V/def2-TZVPD",
  "elements": ["C", "C", "C", "O", "C", "O", "H", "H", "H", "H", "H", "H", "H", "H", "H", "H", "H", "O"],
  "coordinates": [[0.596, -1.561, -0.430], [0.336, -0.957, 0.948], [0.684, 0.593, 0.948], [-0.250, 1.362, 0.322], [-0.339, -1.007, -1.502], [0.378, -0.674, -2.704], [1.620, -1.332, -0.742], [0.591, -2.658, -0.376], [0.886, -1.415, 1.764], [-0.726, -0.968, 1.225], [0.787, 0.822, 2.034], [1.649, 0.666, 0.394], [-0.847, -0.132, -1.150], [-1.093, -1.724, -1.839], [0.811, 0.178, -2.603], [-0.956, 2.592, 0.926], [-2.518, 2.965, 1.422], [-1.610, 3.248, 1.363]],
  "forces_ev_per_a": [[0.048, -0.494, 0.563], [-0.154, 1.520, -0.327], [-0.744, -0.649, -0.319], [0.059, 0.064, -0.079], [0.235, -0.293, -0.701], [0.031, -0.276, -0.489], [0.003, 0.224, 0.067], [-0.275, 0.013, -0.189], [0.320, -0.441, -0.014], [0.000, -0.282, -0.135], [0.419, 0.311, -0.151], [0.356, 0.024, 0.645], [-0.168, 0.509, 0.457], [0.099, -0.182, 0.154], [-0.148, 0.088, 0.380], [-0.749, -0.857, 0.082], [0.117, -0.678, -0.326], [0.551, 1.400, 0.380]],
  "lowdin_charge": [-0.2109, -0.2151, -0.4395, -0.3339, -0.2615, -0.1067, 0.0973, 0.0902, 0.0787, 0.1010, 0.0858, 0.0852, 0.0815, 0.1058, 0.0730, -0.0318, -0.0240, -0.1751],
  "e_lumo_ev": 4.01,
  "gap_ev": 7.3429,
  "charge": -1
}